Record 1
Molecular formula: C14H28BN2O28S5
Method: DFT, the ωB97M-V functional and the def2-TZVPD basis

Charge ... +1
ΔE to the lowest compared entry with this formula, charge and spin ... 4.3 kcal per mole

```
78
Properties=species:S:1:pos:R:3:mulliken_charge:R:1
N 4.09 3.10 -3.65 -0.288
H 4.52 2.76 -4.50 0.404
H 3.49 3.89 -3.84 0.353
H 4.80 3.38 -2.98 0.419
H 3.62 2.32 -3.20 0.136
N 0.10 4.99 -1.59 -0.321
H 0.84 4.49 -1.10 0.249
H 0.37 5.95 -1.74 0.434
H -0.57 5.15 -0.84 0.334
H -0.22 4.64 -2.48 0.341
O 2.10 1.12 -3.23 -0.944
C 1.46 0.82 -2.19 0.228
O 0.78 -0.32 -2.01 -0.176
B 0.05 -0.21 -0.76 1.510
O 0.21 1.17 -0.39 -0.215
C 1.13 1.76 -1.11 0.981
O 1.71 2.85 -0.96 -1.119
O 0.36 -1.21 0.19 -0.366
C -0.74 -1.89 0.66 0.425
O -0.81 -2.70 1.55 -0.586
C -1.90 -1.31 -0.18 0.578
O -1.38 -0.44 -1.10 -0.685
O -3.06 -1.61 -0.02 -0.609
C -3.50 -2.07 4.33 -0.247
C -4.67 -2.09 3.34 -0.020
O -5.40 -3.20 3.81 -0.357
S -5.46 -3.30 5.43 1.080
O -5.46 -4.69 5.95 -0.523
O -6.59 -2.51 5.86 -0.539
O -4.04 -2.50 5.59 -0.355
H -2.95 -1.13 4.42 0.257
H -2.89 -2.91 4.02 0.322
H -4.26 -2.25 2.34 0.144
H -5.29 -1.19 3.27 0.212
C -4.60 1.62 1.48 -0.381
C -3.80 2.25 0.37 0.033
O -2.88 3.07 1.09 -0.367
S -2.22 2.31 2.37 0.919
O -2.01 3.15 3.52 -0.586
O -1.06 1.46 2.09 -0.207
O -3.61 1.37 2.45 -0.289
H -5.15 0.77 1.08 0.336
H -5.31 2.28 2.00 0.328
H -4.41 2.87 -0.28 0.375
H -3.27 1.51 -0.23 -0.088
C -0.58 -2.07 -4.06 0.039
C -1.87 -1.91 -4.89 -0.454
O -1.56 -2.61 -6.10 -0.361
S -0.78 -3.98 -5.71 1.071
O 0.10 -4.47 -6.76 -0.542
O -1.80 -4.82 -5.18 -0.533
O 0.06 -3.24 -4.53 -0.279
H -0.90 -2.29 -3.05 0.120
H 0.04 -1.26 -4.45 0.198
H -2.03 -0.84 -5.01 0.327
H -2.74 -2.38 -4.43 0.381
C 1.89 2.06 3.02 0.097
C 1.98 0.55 2.63 0.631
O 3.23 0.06 2.99 -0.369
S 4.17 1.22 3.65 1.051
O 5.18 1.59 2.65 -0.532
O 4.65 0.80 4.98 -0.565
O 3.05 2.39 3.77 -0.381
H 1.11 2.29 3.74 0.243
H 1.85 2.62 2.08 0.129
H 1.91 0.40 1.55 -0.672
H 1.25 -0.14 3.05 0.275
C 3.40 -1.94 -0.80 0.266
C 4.63 -2.48 -1.49 -0.399
O 5.58 -1.42 -1.45 -0.374
S 5.39 -0.49 -0.15 1.126
O 5.73 0.90 -0.51 -0.591
O 6.08 -1.14 1.02 -0.536
O 3.76 -0.80 -0.05 -0.135
H 2.80 -2.70 -0.29 0.304
H 2.80 -1.51 -1.60 -0.283
H 4.51 -2.59 -2.56 0.278
H 5.00 -3.32 -0.90 0.336
```

***

Record 2
Molecular formula: C14H28Br4O3S
Method: DFT, the ωB97M-V functional and the def2-TZVPD basis

DFT total energy ... -11470.15119 Ha

```
50
Properties=species:S:1:pos:R:3:mulliken_charge:R:1
C -2.24 1.21 -4.14 -1.415
C -2.61 -0.24 -3.90 0.846
C -3.49 -0.91 -4.92 -1.374
C -2.19 -0.91 -2.82 -0.853
C -0.93 -0.57 -2.06 0.258
C -0.64 -1.50 -0.88 -0.122
C 0.80 -2.03 -0.74 0.437
C 1.31 -2.73 -2.02 -1.379
C 1.78 -1.00 -0.16 -0.332
C 1.95 0.30 -0.93 -0.718
O 2.34 0.08 -2.31 -0.137
S 3.90 0.43 -2.60 0.529
O 4.72 -0.54 -1.93 -0.509
O 3.85 -0.08 -4.14 -0.455
H -3.08 1.71 -4.62 0.482
H -1.35 1.35 -4.75 0.238
H -2.05 1.71 -3.19 0.298
H -2.94 -1.71 -5.41 0.284
H -4.38 -1.35 -4.47 0.342
H -3.81 -0.22 -5.70 0.386
H -2.82 -1.71 -2.43 0.331
H -0.09 -0.53 -2.76 0.138
H -1.02 0.45 -1.67 0.219
H -1.29 -2.38 -0.94 0.565
H -0.91 -1.00 0.06 -0.820
H 0.74 -2.82 0.02 0.514
H 2.37 -2.54 -2.15 0.287
H 1.21 -3.81 -1.92 0.395
H 0.79 -2.41 -2.92 0.256
H 2.75 -1.47 -0.05 0.415
H 1.43 -0.71 0.83 -0.254
H 2.70 0.92 -0.43 0.522
H 1.02 0.87 -0.96 0.269
H 3.41 0.59 -4.68 0.344
Br 0.67 0.12 3.53 -0.117
C -1.22 0.09 3.96 -0.657
C -2.06 -0.21 2.75 -0.608
Br -2.17 1.30 1.53 -0.147
H -1.45 1.06 4.40 0.400
H -1.34 -0.68 4.71 0.384
H -3.08 -0.44 3.04 0.440
H -1.65 -1.04 2.17 0.330
Br -0.17 1.33 7.19 -0.135
C 1.56 2.17 6.96 -0.516
C 1.48 3.67 7.09 -0.598
Br 0.68 4.49 5.52 -0.124
H 1.93 1.86 5.98 0.291
H 2.20 1.75 7.73 0.347
H 2.48 4.10 7.17 0.351
H 0.88 3.98 7.94 0.373
```

***

Record 3
Molecular formula: C14H28BrGeNO3PRbS4SeTe
Method: DFT, the ωB97M-V functional and the def2-TZVPD basis

Charge ... -2
ΔE to the lowest compared entry with this formula, charge and spin ... 7.2 kcal per mole

```
56
Properties=species:S:1:pos:R:3:mulliken_charge:R:1
Rb 2.20 1.08 -1.30 0.914
S 5.59 2.24 -1.31 -0.727
S 5.04 4.18 -1.77 -0.195
S 3.78 4.96 -0.31 -0.181
S 1.80 4.77 -0.87 -0.556
C -3.52 1.10 1.59 -0.855
Ge -3.76 0.53 -0.26 0.512
C -2.63 -1.00 -0.65 -0.672
C -5.65 0.05 -0.49 -1.230
C -3.50 2.01 -1.50 -0.870
Se -1.69 2.64 -1.78 0.010
C -1.37 3.30 0.02 0.234
H -3.89 0.32 2.26 0.366
H -4.06 2.02 1.79 0.316
H -2.46 1.25 1.81 -0.024
H -2.96 -1.86 -0.06 0.283
H -1.59 -0.77 -0.40 0.022
H -2.66 -1.25 -1.71 0.306
H -5.94 -0.79 0.14 0.343
H -5.84 -0.21 -1.53 0.361
H -6.28 0.91 -0.23 0.342
H -4.12 2.85 -1.19 0.367
H -3.85 1.70 -2.49 0.352
H -1.24 2.48 0.71 -0.431
H -2.20 3.94 0.33 0.304
H -0.45 3.89 -0.03 -0.101
Br -0.43 -0.56 2.75 -0.164
C 0.73 0.95 2.91 0.164
C 1.23 1.27 4.17 -0.444
C 2.06 2.37 4.25 -0.257
C 2.35 3.09 3.11 -0.589
C 1.79 2.69 1.91 0.319
N 0.98 1.62 1.82 -0.020
H 0.97 0.68 5.04 0.412
H 2.48 2.67 5.21 0.337
H 3.00 3.96 3.13 0.441
H 1.96 3.25 0.98 -0.356
C 5.02 -2.12 -1.42 -1.094
C 3.76 -2.92 -1.17 -0.151
O 2.75 -2.50 -2.11 -0.172
P 1.31 -2.07 -1.53 0.107
O 1.51 -1.19 -0.35 -0.428
Te 0.11 -1.39 -3.44 -0.409
O 0.77 -3.47 -0.91 -0.316
C 0.14 -4.51 -1.66 -0.275
C -1.10 -4.96 -0.92 -0.900
H 5.83 -2.50 -0.79 0.347
H 4.87 -1.06 -1.19 0.229
H 5.32 -2.19 -2.47 0.258
H 3.42 -2.77 -0.15 0.315
H 3.94 -3.98 -1.31 0.269
H 0.85 -5.34 -1.77 0.216
H -0.12 -4.16 -2.65 0.275
H -0.85 -5.34 0.07 0.282
H -1.62 -5.74 -1.49 0.371
H -1.78 -4.11 -0.80 0.043
```

***

Record 4
Molecular formula: C14H28Cl14
Method: DFT, the ωB97M-V functional and the def2-TZVPD basis

Charge ... -1
Expectation value of S² ... 0.75
Multiplicity ... 2
ΔE to the lowest compared entry with this formula, charge and spin ... 31.0 kcal per mole

```
56
Properties=species:S:1:pos:R:3:mulliken_charge:R:1
Cl 0.36 1.90 4.27 -0.016
C 1.87 2.26 5.13 -0.630
C 2.79 3.20 4.30 -0.536
Cl 4.26 3.57 5.26 -0.194
H 2.36 1.32 5.37 0.384
H 1.65 2.75 6.08 0.357
H 2.38 4.21 4.20 0.316
H 3.13 2.85 3.33 0.185
Cl 1.23 -4.05 -3.09 -0.228
C 1.80 -2.38 -3.03 -0.193
C 2.80 -2.19 -1.87 -0.221
Cl 2.19 -2.51 -0.20 -0.197
H 0.93 -1.75 -2.85 0.030
H 2.03 -2.07 -4.05 0.386
H 3.11 -1.15 -1.80 -0.138
H 3.74 -2.72 -2.03 0.398
Cl -1.92 -4.94 -4.26 -0.219
C -2.21 -3.39 -3.39 0.306
C -3.09 -3.68 -2.04 0.199
Cl -4.76 -3.50 -2.47 -0.241
H -2.66 -2.75 -4.16 0.396
H -1.27 -2.95 -3.08 -0.504
H -2.85 -2.89 -1.32 -0.299
H -2.91 -4.57 -1.44 0.360
Cl -0.88 1.86 0.15 -0.223
C -0.19 0.33 0.87 0.263
C -1.05 -0.87 0.54 -0.749
Cl -1.54 -0.89 -1.16 -0.333
H -0.19 0.41 1.96 0.063
H 0.79 0.01 0.54 -0.092
H -1.93 -0.66 1.15 0.404
H -0.75 -1.87 0.87 0.134
Cl -1.63 -4.29 2.31 -0.052
C -2.84 -5.52 2.69 -0.648
C -3.85 -4.67 3.40 -0.562
Cl -5.11 -5.85 3.75 -0.233
H -2.38 -6.17 3.43 0.299
H -2.99 -6.15 1.81 0.354
H -4.32 -3.96 2.72 0.293
H -3.49 -4.09 4.25 0.448
Cl -1.00 5.47 -3.92 -0.197
C -1.63 6.16 -2.43 -0.483
C -0.97 5.55 -1.18 -0.128
Cl 0.61 6.34 -0.91 -0.210
H -2.72 6.05 -2.47 0.316
H -1.45 7.23 -2.42 0.330
H -0.92 4.46 -1.11 0.087
H -1.61 5.85 -0.36 0.273
Cl 4.13 3.26 0.54 -0.158
C 3.08 2.68 -0.74 0.081
C 3.69 2.65 -2.14 -0.423
Cl 2.89 1.37 -3.13 -0.227
H 2.15 3.24 -0.73 0.064
H 2.80 1.65 -0.48 -0.035
H 4.70 2.25 -2.05 0.277
H 3.67 3.61 -2.66 0.368
```

***

Record 5
Molecular formula: C14H28Cl6NO5
Method: DFT, the ωB97M-V functional and the def2-TZVPD basis

Charge ... -1
DFT total energy ... -3742.30959 Ha

```
54
Properties=species:S:1:pos:R:3:mulliken_charge:R:1
C 4.08 -2.25 0.07 -1.122
C 3.13 -1.20 0.63 0.220
O 2.00 -1.12 -0.20 -0.298
C 1.40 0.16 -0.18 -0.452
C 0.48 0.35 -1.39 0.305
O -0.77 0.83 -1.00 -0.320
N -1.53 -0.24 -0.44 -0.282
C -2.93 0.19 -0.41 0.122
C -3.83 -0.99 -0.79 -0.733
O -4.46 -1.61 0.31 -0.237
C -5.64 -2.30 -0.02 -0.737
C -3.30 0.91 0.92 0.565
O -2.32 1.49 1.48 -0.759
O -4.48 0.92 1.30 -0.754
H 5.01 -1.79 -0.25 0.268
H 3.64 -2.73 -0.80 0.270
H 4.31 -3.03 0.79 0.285
H 3.67 -0.27 0.72 -0.083
H 2.88 -1.53 1.64 0.284
H 0.87 0.33 0.75 0.439
H 2.20 0.91 -0.24 0.310
H 0.90 1.11 -2.04 0.299
H 0.38 -0.57 -1.97 -0.433
H -1.25 -0.37 0.53 0.216
H -3.02 0.92 -1.20 0.263
H -3.18 -1.74 -1.26 0.265
H -4.53 -0.66 -1.56 0.399
H -6.46 -1.89 0.57 0.235
H -5.91 -2.21 -1.07 0.342
H -5.54 -3.36 0.21 0.220
Cl 0.50 -2.65 -3.26 -0.146
C 1.01 -3.38 -4.80 -0.505
C 2.06 -4.46 -4.63 -0.438
Cl 3.63 -3.81 -4.12 -0.188
H 1.37 -2.58 -5.44 0.297
H 0.12 -3.82 -5.25 0.290
H 2.22 -4.95 -5.59 0.328
H 1.75 -5.21 -3.91 0.307
Cl -3.88 5.80 0.91 -0.245
C -3.44 4.57 2.14 0.067
C -4.53 4.36 3.15 -0.420
Cl -4.76 5.79 4.22 -0.246
H -2.51 4.88 2.61 0.323
H -3.27 3.62 1.62 -0.162
H -4.28 3.52 3.79 0.296
H -5.48 4.15 2.67 0.332
Cl 3.42 1.56 2.33 -0.070
C 4.91 2.20 3.08 -0.524
C 6.11 2.00 2.20 -0.522
Cl 6.55 0.27 2.05 -0.185
H 5.03 1.72 4.05 0.337
H 4.75 3.27 3.24 0.297
H 6.97 2.51 2.63 0.368
H 5.94 2.39 1.20 0.313
```

***

Record 6
Molecular formula: C14H28N2O4
Method: DFT, the ωB97M-V functional and the def2-TZVPD basis

ΔE to the lowest compared entry with this formula, charge and spin ... 3.6 kcal per mole

```
48
Properties=species:S:1:pos:R:3:mulliken_charge:R:1
C 4.96 1.54 -0.78 -0.972
C 4.78 0.75 -2.06 -0.486
C 3.34 0.75 -2.58 -0.470
H 2.85 1.68 -2.30 0.302
C 2.49 -0.42 -2.08 -0.934
N 2.35 -0.46 -0.64 -0.113
C 1.37 0.22 0.00 0.639
O 0.42 0.73 -0.54 -0.685
O 1.60 0.21 1.34 -0.469
C 0.58 0.77 2.16 -1.085
H 0.00 1.49 1.57 0.444
C -0.36 -0.32 2.71 0.213
N -1.09 -0.96 1.64 -0.094
C -2.29 -0.47 1.21 0.612
O -2.94 0.36 1.80 -0.651
O -2.66 -1.11 0.08 -0.375
C -3.87 -0.69 -0.52 -0.917
C -3.62 0.07 -1.83 0.920
C -2.82 1.34 -1.57 -1.090
H -2.69 1.90 -2.50 0.435
H -3.34 1.97 -0.85 0.322
H -1.83 1.11 -1.18 0.071
C -4.95 0.38 -2.50 -1.665
H -5.55 1.03 -1.86 0.358
H -5.52 -0.53 -2.69 0.420
H -4.79 0.89 -3.45 0.403
H -3.03 -0.59 -2.49 0.220
H -4.46 -1.60 -0.71 0.338
H -4.41 -0.05 0.18 0.398
H -0.58 -1.53 0.99 0.303
C 0.40 -1.36 3.53 -0.574
C -0.54 -2.37 4.18 -1.268
H 0.02 -3.11 4.73 0.425
H -1.21 -1.86 4.87 0.310
H -1.14 -2.87 3.43 0.299
H 0.98 -0.85 4.29 0.385
H 1.10 -1.88 2.87 0.274
H -1.11 0.18 3.33 0.385
H 1.09 1.28 2.97 0.508
H 3.15 -0.74 -0.09 0.319
H 1.48 -0.34 -2.49 0.323
H 2.93 -1.37 -2.40 0.426
H 3.34 0.69 -3.67 0.375
H 5.11 -0.29 -1.91 0.315
H 5.43 1.18 -2.82 0.319
H 5.99 1.49 -0.44 0.360
H 4.32 1.17 0.02 0.127
H 4.71 2.59 -0.95 0.303
```